A) 12
Properties=species:S:1:pos:R:3:mulliken_charge:R:1 method="wB97M-V/def2-TZVPD" homo_energy_ev=-2.5 e_lumo_ha=0.14994 charge=-1
C -2.0764 -1.3083 0.0459 -0.016
O -3.2511 -1.4871 -0.1732 -0.495
H -1.3076 -1.8265 -0.5489 0.228
H -1.6938 -0.6450 0.8211 0.245
H 2.7291 -2.7926 -0.4356 -0.028
C 0.8886 2.4699 0.3616 -0.925
C 0.1340 1.4146 -0.0302 0.010
O 0.2366 0.1755 0.2791 -0.762
H 0.6606 3.5147 0.1935 0.244
H 1.8064 2.3220 0.9321 0.225
H -0.5985 1.6219 -0.8508 0.249
H 2.4722 -3.4591 -0.5946 0.026



B) 12
Properties=species:S:1:pos:R:3:mulliken_charge:R:1 method="wB97M-V/def2-TZVPD" homo_energy_ev=-2.2 e_lumo_ha=0.14579 charge=-1
C -0.8774 2.3243 0.1797 0.031
O -1.2913 3.3806 -0.1616 -0.478
H -0.1102 2.1621 0.8928 0.255
H -1.1742 1.3296 -0.2886 0.175
H -3.0509 -1.5452 2.8116 -0.102
C 2.1313 -1.5869 -0.9238 -0.894
C 1.2918 -0.4733 -1.2319 -0.212
O 0.4383 -0.0319 -0.4737 -0.669
H 2.9657 -1.8217 -1.7972 0.134
H 2.0843 -2.0322 0.0468 0.277
H 1.2803 0.1054 -2.1558 0.378
H -3.6878 -1.8109 3.1017 0.103



Least stable of them? B).



A) 9
Properties=species:S:1:pos:R:3:mulliken_charge:R:1 method="wB97M-V/def2-TZVPD" homo_energy_ev="-13.8 / -13.8" multiplicity=2 e_lumo_ha="-0.24704 / -0.34858" charge=+1
C 6.4142 3.3260 -1.4668 -1.003
H 5.7047 3.0849 -2.1437 0.274
H 7.4607 3.3372 -1.7199 0.255
H 6.2512 2.4306 -0.8097 0.230
H 6.4394 4.3222 -1.0382 0.244
S -2.6157 -0.2465 0.7600 0.175
S -1.1478 -1.6752 0.0675 0.176
H -2.2051 0.0888 2.0011 0.323
H -1.9190 -2.4718 -0.7280 0.325



B) 9
Properties=species:S:1:pos:R:3:mulliken_charge:R:1 method="wB97M-V/def2-TZVPD" homo_energy_ev="-16.4 / -16.4" multiplicity=2 e_lumo_ha="-0.27247 / -0.34233" charge=+1
C 1.6720 0.0030 0.0683 -0.952
H 2.6392 -0.2971 0.3806 0.287
H 1.1539 -0.9867 0.2541 0.152
H 1.6892 0.0686 -1.0765 0.310
H 1.2017 0.8877 0.4738 0.242
S -2.1250 -0.6817 -0.5879 0.154
S -3.1116 0.5026 0.8325 0.193
H -0.8162 -1.0342 -0.9336 0.317
H -2.3031 1.5378 0.5886 0.298



Least stable of them? B).



A) 131
Properties=species:S:1:pos:R:3:mulliken_charge:R:1 method="wB97M-V/def2-TZVPD" homo_energy_ev=-8.5 e_lumo_ha=0.02325
C 1.8869 -3.8658 -2.4590 -1.498
C 2.4548 -3.1434 -1.2452 0.457
C 2.9253 -1.7377 -1.6588 1.694
O 4.0084 -1.7521 -2.5476 -0.434
C 3.8594 -1.2059 -3.8178 -0.444
N 1.3611 -2.9549 -0.2875 0.307
H 1.0210 -3.2982 -2.7972 0.180
H 1.5663 -4.8767 -2.1987 0.415
H 2.6452 -3.9669 -3.2387 0.386
H 3.2960 -3.6639 -0.7714 0.298
H 3.2414 -1.1898 -0.7615 -1.104
H 2.0598 -1.1800 -2.0396 -0.679
H 3.5730 -0.1475 -3.7811 0.155
H 3.1871 -1.7977 -4.4516 0.200
H 4.8236 -1.2072 -4.3325 0.329
H 1.6363 -2.4204 0.5475 -0.376
H 1.1887 -3.8876 0.0864 0.189
C -0.2318 3.5706 -3.8965 -1.809
C 0.6536 2.6374 -3.0111 1.249
C 1.1130 1.4346 -3.8349 0.487
O -0.0529 0.7261 -4.2101 -0.335
C 0.2458 -0.6094 -4.5168 -0.360
N 1.7156 3.4074 -2.3649 -0.392
H -1.0978 2.9791 -4.1908 0.331
H 0.3316 3.7744 -4.8102 0.446
H -0.5053 4.5056 -3.4141 0.415
H -0.0697 2.2497 -2.2840 -0.852
H 1.6831 0.7924 -3.1552 -0.641
H 1.7265 1.7344 -4.6893 0.606
H -0.6469 -1.1965 -4.7215 0.348
H 0.9007 -1.1483 -3.8263 -0.186
H 0.8260 -0.5958 -5.4571 0.342
H 1.2952 4.2939 -2.1192 0.285
H 1.9694 2.9015 -1.5213 0.170
C -1.6438 -3.3059 0.4485 -0.875
C -1.6891 -4.6424 1.1572 0.764
C -2.6888 -5.6562 0.6304 -0.922
O -2.4165 -5.9200 -0.7538 -0.347
C -1.9764 -7.2501 -0.9508 -0.734
N -0.3387 -5.2427 1.2862 -0.646
H -2.6719 -2.9520 0.3283 0.497
H -1.2006 -3.3252 -0.5421 0.201
H -1.1168 -2.6277 1.1211 0.042
H -2.0364 -4.3998 2.1750 0.084
H -3.6804 -5.1934 0.6264 0.166
H -2.7520 -6.4950 1.3282 0.526
H -2.7051 -8.0218 -0.6673 0.320
H -1.0404 -7.4598 -0.4324 0.255
H -1.9156 -7.3910 -2.0316 0.256
H 0.1663 -4.6629 1.9540 0.069
H -0.3734 -6.1416 1.7607 0.283
C -5.7720 -4.1790 3.3331 -1.023
C -6.6497 -2.9907 2.8381 0.550
C -5.9385 -2.0732 1.8694 -0.652
O -4.7124 -1.6922 2.4832 -0.276
C -4.0763 -0.6717 1.7531 -1.016
N -7.8598 -3.5501 2.2114 -0.727
H -6.3776 -4.9548 3.7958 0.433
H -5.0946 -3.8058 4.1128 0.315
H -5.0706 -4.6018 2.6108 -0.036
H -6.9619 -2.4659 3.7387 0.226
H -6.6270 -1.2211 1.7846 0.265
H -5.6838 -2.4267 0.8671 0.328
H -4.5535 0.2827 2.0095 0.537
H -4.0189 -0.7638 0.6632 0.344
H -3.0452 -0.5423 2.0833 0.307
H -8.4120 -4.0990 2.8501 0.255
H -7.6325 -4.1177 1.4070 0.233
C 5.8798 5.8477 0.0383 -1.619
C 4.8869 4.7600 -0.2202 0.908
C 3.9316 4.6216 0.9560 -1.051
O 2.9314 3.6634 0.6821 0.138
C 1.8672 3.7761 1.6057 -0.753
N 4.1872 4.9253 -1.5122 -0.681
H 6.5967 5.6501 0.8413 0.365
H 5.4437 6.8346 0.2212 0.360
H 6.5738 5.9877 -0.7993 0.413
H 5.5055 3.8458 -0.2750 0.107
H 3.5502 5.6379 1.1351 0.472
H 4.4912 4.3708 1.8640 0.342
H 2.0679 3.6814 2.6743 0.528
H 1.0529 3.1185 1.2996 -0.040
H 1.4266 4.7779 1.4776 0.500
H 3.7241 4.0257 -1.5951 0.138
H 4.9451 4.9127 -2.1899 0.310
C 4.4878 -2.9312 2.5399 -1.305
C 3.5747 -1.7791 2.9119 0.480
C 4.0706 -0.4863 2.3055 -0.475
O 3.3185 0.6074 2.8066 -0.457
C 3.3268 1.7496 1.9724 -0.416
N 2.1958 -2.0795 2.5424 -0.367
H 4.3245 -3.8014 3.1725 0.385
H 5.5356 -2.6251 2.5098 0.400
H 4.3294 -3.2410 1.5013 0.117
H 3.5512 -1.6491 4.0032 0.335
H 3.9647 -0.5342 1.2132 -0.046
H 5.1250 -0.3000 2.5276 0.452
H 4.3531 2.1158 1.8795 0.343
H 2.6103 2.4386 2.4132 -0.241
H 2.9514 1.5326 0.9635 0.119
H 1.5218 -1.3527 2.7985 -0.102
H 1.8178 -2.8119 3.1432 0.319
C -3.7949 3.2326 0.4692 -1.365
C -3.4503 3.2368 -1.0162 0.460
C -2.6442 4.4510 -1.4779 -0.542
O -3.4770 5.5997 -1.3393 -0.431
C -2.7568 6.8026 -1.3240 -0.776
N -2.7047 2.0417 -1.4488 -0.536
H -4.3621 4.1325 0.7054 0.428
H -2.8407 3.4082 0.9788 0.297
H -4.3200 2.3160 0.7157 0.247
H -4.3969 3.2439 -1.5707 0.355
H -2.4648 4.4107 -2.5579 0.290
H -1.6743 4.5776 -0.9866 0.356
H -2.1858 6.8443 -0.3917 0.305
H -3.3552 7.7093 -1.4178 0.299
H -2.0771 6.9219 -2.1802 0.288
H -2.2635 2.2486 -2.3393 -0.040
H -3.3292 1.2677 -1.6486 0.242
C -0.3603 1.1262 3.8047 -0.299
O -0.8737 0.0504 3.0319 -0.532
H 0.5667 1.4843 3.3512 -0.128
H -1.1595 1.8732 3.8457 0.274
H -0.1494 0.8124 4.8258 0.297
H -0.8244 0.1852 2.0706 0.103
C 0.0556 0.1178 -0.3422 0.786
O -0.9508 0.7864 0.3977 0.567
H 0.8551 -0.0599 0.3827 -0.157
H -0.2135 -0.8561 -0.7528 0.142
H 0.5031 0.7307 -1.1316 -0.855
H -1.4966 1.4140 -0.1330 -0.235



B) 131
Properties=species:S:1:pos:R:3:mulliken_charge:R:1 method="wB97M-V/def2-TZVPD" homo_energy_ev=-8.7 e_lumo_ha=0.01064
C 6.7433 16.6516 -0.7994 -0.486
O 6.5154 15.2417 -0.7393 -0.506
H 6.0119 17.1660 -0.1760 0.192
H 7.7377 16.9972 -0.5168 0.257
H 6.5887 17.0610 -1.7978 0.241
H 7.3207 14.7386 -0.8812 0.300
C -2.0801 13.2189 -12.3628 -0.570
O -2.9754 13.1213 -11.2402 -0.490
H -1.2928 12.4650 -12.3683 0.235
H -2.5716 13.2476 -13.3352 0.256
H -1.3901 14.0454 -12.1929 0.260
H -3.3614 13.9967 -11.1619 0.308
C 5.8290 11.7542 -10.8630 -1.478
C 6.8683 10.9597 -10.0981 0.601
C 6.6074 9.5348 -9.9422 -0.708
O 6.8481 8.8527 -11.1779 -0.326
C 6.9281 7.4658 -11.0254 -0.767
N 8.1962 11.1941 -10.7692 -0.830
H 5.5610 11.3159 -11.8243 0.273
H 6.0623 12.7978 -11.0743 0.391
H 4.8943 11.7876 -10.3033 0.354
H 6.8835 11.3980 -9.1002 0.343
H 5.5918 9.5088 -9.5472 0.327
H 7.3525 9.1988 -9.2212 0.372
H 7.6915 7.2302 -10.2840 0.314
H 7.2712 6.8431 -11.8516 0.272
H 5.9639 7.1535 -10.6242 0.297
H 8.9536 10.7276 -10.2908 0.263
H 8.2621 10.5955 -11.5801 0.302
C 3.9420 25.8118 -6.8373 -1.353
C 4.9094 25.1858 -7.8205 0.436
C 4.9411 23.6071 -7.8823 -0.662
O 5.8083 22.9429 -6.9424 -0.327
C 6.1666 21.6132 -7.3724 -0.693
N 4.5045 25.7706 -9.0898 -0.737
H 2.9451 25.6199 -7.2340 0.340
H 4.1142 26.8853 -6.7593 0.334
H 3.7886 25.3687 -5.8533 0.351
H 5.8936 25.5770 -7.5629 0.285
H 5.3975 23.4109 -8.8525 0.352
H 3.9401 23.1757 -7.8780 0.284
H 6.7879 21.1234 -6.6226 0.265
H 6.6765 21.6160 -8.3358 0.303
H 5.2963 20.9576 -7.4014 0.294
H 4.5145 26.7767 -9.1780 0.271
H 3.5533 25.4910 -9.2826 0.256
C 2.4468 3.4406 -13.9694 -1.263
C 1.9734 4.3817 -15.1021 0.322
C 1.0897 5.5947 -14.6300 -0.624
O -0.0102 5.1685 -13.8402 -0.316
C -0.7749 6.2166 -13.2785 -0.727
N 3.1020 4.8758 -15.8868 -0.711
H 2.9568 4.0645 -13.2353 0.290
H 3.2032 2.6974 -14.2214 0.373
H 1.5421 3.0935 -13.4702 0.324
H 1.2963 3.8355 -15.7590 0.254
H 0.6430 6.2351 -15.3904 0.394
H 1.8564 6.1974 -14.1432 0.286
H -1.4112 5.9817 -12.4252 0.249
H -1.3958 6.5049 -14.1267 0.293
H -0.1440 7.0637 -13.0093 0.309
H 3.7002 4.1264 -16.2041 0.276
H 3.7370 5.3182 -15.2377 0.269
C -0.2418 18.2844 1.2417 -1.190
C 0.4684 17.8952 -0.1012 0.356
C 1.4069 18.9958 -0.5207 -0.644
O 0.5753 20.0236 -0.8787 -0.321
C 1.2324 21.2407 -1.1856 -0.795
N 1.2663 16.6045 -0.0196 -0.686
H 0.4481 18.0082 2.0391 0.329
H -1.1548 17.7125 1.4075 0.283
H -0.4434 19.3553 1.2647 0.302
H -0.2829 17.7026 -0.8671 0.273
H 2.0597 18.7003 -1.3420 0.411
H 2.1140 19.2858 0.2565 0.306
H 1.8618 21.6609 -0.4011 0.303
H 0.4595 21.9732 -1.4182 0.262
H 1.6544 21.0774 -2.1772 0.322
H 1.6532 16.3547 -0.9185 0.247
H 2.0227 16.6547 0.6477 0.244
C 0.3888 10.1439 -6.2126 -1.383
C 0.1889 11.5706 -5.6183 0.230
C 1.1515 12.5677 -6.3517 -0.596
O 1.2600 13.8014 -5.5611 -0.271
C 2.2881 14.6549 -6.0273 -0.753
N -1.2058 11.9984 -5.6703 -0.673
H -0.0612 9.3043 -5.6830 0.368
H 1.3958 9.8173 -5.9533 0.386
H 0.1677 10.1118 -7.2795 0.285
H 0.4910 11.5047 -4.5731 0.320
H 0.8276 12.6667 -7.3877 0.324
H 2.1303 12.0892 -6.3175 0.336
H 3.2889 14.2345 -5.9290 0.291
H 2.2174 15.5199 -5.3677 0.255
H 2.1303 15.0744 -7.0209 0.305
H -1.4004 12.2217 -6.6359 0.266
H -1.2731 12.8630 -5.1526 0.311
C -5.5738 11.8872 5.0652 -1.354
C -4.2222 11.2490 4.8076 0.307
C -3.5932 11.9602 3.6366 -0.680
O -4.1502 11.4989 2.4146 -0.302
C -3.4680 12.1499 1.4009 -0.780
N -3.4259 11.4314 6.0717 -0.746
H -6.1222 11.5948 5.9607 0.400
H -6.2932 11.6628 4.2776 0.312
H -5.4069 12.9625 5.1279 0.305
H -4.5138 10.2463 4.4951 0.244
H -2.5399 11.6914 3.7157 0.403
H -3.5215 13.0469 3.6826 0.388
H -3.6548 13.2218 1.3360 0.325
H -3.9731 11.7683 0.5135 0.283
H -2.4121 11.8867 1.3372 0.309
H -4.0393 11.3070 6.8644 0.310
H -3.2443 12.4249 6.0689 0.276
C -4.7729 6.3543 -4.0421 -1.300
C -5.4341 6.3508 -5.4057 0.604
C -6.6760 5.4396 -5.5931 -0.751
O -7.0327 5.4230 -6.9977 -0.311
C -7.3862 4.1327 -7.4666 -0.769
N -5.8966 7.6853 -5.7238 -0.784
H -3.9554 5.6407 -3.9398 0.321
H -5.5746 5.9899 -3.3998 0.288
H -4.5229 7.3778 -3.7627 0.375
H -4.6027 6.1901 -6.0920 0.234
H -7.5198 5.6752 -4.9444 0.334
H -6.4008 4.4279 -5.2949 0.398
H -7.2913 4.3360 -8.5332 0.269
H -8.4114 3.8673 -7.2082 0.285
H -6.7338 3.2742 -7.3071 0.342
H -5.1340 8.3451 -5.7795 0.223
H -6.3892 7.7312 -6.6044 0.240



Least stable of them? B).



A) 8
Properties=species:S:1:pos:R:3:mulliken_charge:R:1 method="wB97M-V/def2-TZVPD" homo_energy_ev=-4.5 e_lumo_ha=0.15533 charge=-1
O 1.3400 1.7855 -0.8049 -0.671
C 1.1607 0.6168 -0.4671 0.041
N 0.3133 0.1419 0.4478 -0.495
C -1.2290 -0.9901 0.3414 0.672
O -1.2744 -1.6258 1.3440 -0.531
O -1.7844 -0.6424 -0.6520 -0.509
H 1.7632 -0.1887 -0.9540 0.298
H -0.2894 0.9026 0.7449 0.195



B) 8
Properties=species:S:1:pos:R:3:mulliken_charge:R:1 method="wB97M-V/def2-TZVPD" homo_energy_ev=-4.4 e_lumo_ha=0.15451 charge=-1
C 2.4436 0.0550 0.1017 0.383
C 1.2156 1.0079 0.0959 0.334
N 0.1297 0.9330 -0.8138 -0.378
O 2.7143 -0.3553 -1.0798 -0.699
O 3.0735 -0.0849 1.1737 -0.699
O -0.0889 0.6473 0.5979 -0.336
H 1.3314 2.3220 0.3115 0.135
H -0.1489 1.8529 -1.1203 0.261



Least stable of them? B).